# 1
This record from OMol25 describes the molecule C26H30N4O. The level of theory is the ωB97M-V functional and the def2-TZVPD basis.

Geometry as ORCA input:
```
! wB97M-V def2-TZVPD RIJCOSX def2/J DEFGRID3
* xyz 0 1
C 5.42 -1.84 -0.74
C 5.00 -2.48 -2.07
C 3.55 -2.82 -2.03
N 2.68 -1.82 -2.09
C 1.40 -2.12 -2.01
C 0.94 -3.43 -1.88
C -0.53 -3.74 -1.78
N -1.20 -2.74 -0.98
C -2.65 -2.79 -1.09
C -3.25 -1.56 -0.41
C -2.83 -1.49 1.05
C -1.30 -1.53 1.13
C -0.83 -1.61 2.57
O -1.14 -2.53 3.31
N 0.03 -0.65 3.01
C 0.46 0.52 2.37
C 1.81 0.84 2.35
C 2.24 2.00 1.73
C 1.33 2.85 1.13
C -0.04 2.56 1.16
C -1.02 3.46 0.54
C -2.09 2.94 -0.18
C -3.01 3.79 -0.76
C -2.88 5.16 -0.63
C -1.82 5.70 0.09
C -1.68 7.18 0.22
C -0.90 4.84 0.66
C -0.46 1.40 1.80
C -0.80 -2.79 0.41
C 1.93 -4.40 -1.83
N 3.22 -4.10 -1.91
H 5.27 -2.54 0.08
H 6.47 -1.56 -0.78
H 4.82 -0.95 -0.55
H 5.57 -3.39 -2.25
H 5.17 -1.77 -2.88
H 0.70 -1.29 -2.05
H -0.66 -4.76 -1.38
H -0.96 -3.72 -2.78
H -2.92 -2.80 -2.14
H -3.06 -3.70 -0.62
H -4.34 -1.59 -0.49
H -2.90 -0.67 -0.94
H -3.23 -2.34 1.60
H -3.21 -0.57 1.51
H -0.87 -0.67 0.63
H 0.47 -0.86 3.90
H 2.52 0.17 2.81
H 3.29 2.23 1.70
H 1.67 3.74 0.62
H -2.19 1.87 -0.30
H -3.84 3.38 -1.32
H -3.61 5.82 -1.08
H -2.63 7.64 0.48
H -1.35 7.61 -0.72
H -0.95 7.44 0.99
H -0.08 5.24 1.24
H -1.52 1.19 1.88
H 0.29 -2.83 0.46
H -1.20 -3.68 0.93
H 1.69 -5.45 -1.73
*
```

## Properties
max |F|	0.71	eV/Å
calculated total energy	-1303.0690	hartree
ΔE to the lowest compared entry with this formula, charge and spin	18.65	kcal per mole
HOMO	-8.645	eV

=====

# 2
This record from OMol25 describes the molecule C26H30N4O4. The level of theory is the ωB97M-V functional and the def2-TZVPD basis.

Geometry as ORCA input:
```
! wB97M-V def2-TZVPD RIJCOSX def2/J DEFGRID3
* xyz 0 1
N -1.14 -0.72 -1.52
C -2.34 -0.17 -0.91
C -3.40 -1.24 -0.53
C -4.76 -0.61 -0.39
C -5.21 -0.16 0.85
C -6.45 0.44 0.96
C -7.25 0.60 -0.15
C -6.81 0.15 -1.38
C -5.57 -0.45 -1.50
C -1.90 0.59 0.34
O -2.16 0.20 1.46
N -1.21 1.74 0.13
C -0.67 2.44 1.28
C 0.83 2.17 1.39
C 1.53 2.60 0.10
C 3.02 2.33 0.14
O 3.85 3.23 0.00
N 3.38 1.05 0.32
C 4.75 0.62 0.55
C 4.75 -0.77 1.19
C 3.87 -1.73 0.46
C 4.21 -2.50 -0.61
N 3.13 -3.23 -1.03
C 2.07 -2.96 -0.22
C 0.77 -3.46 -0.23
C -0.10 -2.99 0.73
C 0.30 -2.05 1.68
C 1.58 -1.56 1.70
C 2.49 -2.01 0.74
C 5.59 0.66 -0.75
O 6.18 -0.30 -1.17
O 5.65 1.84 -1.33
C 0.88 1.90 -1.10
C -0.63 2.18 -1.11
H -1.38 -1.25 -2.36
H -0.69 -1.37 -0.88
H -2.80 0.53 -1.62
H -3.10 -1.70 0.41
H -3.42 -2.00 -1.32
H -4.57 -0.28 1.71
H -6.79 0.79 1.93
H -8.22 1.07 -0.06
H -7.44 0.27 -2.26
H -5.23 -0.80 -2.47
H -1.19 2.08 2.17
H -0.86 3.51 1.16
H 1.24 2.72 2.24
H 0.97 1.11 1.57
H 1.42 3.68 -0.02
H 2.68 0.32 0.36
H 5.22 1.35 1.23
H 4.42 -0.69 2.23
H 5.78 -1.14 1.18
H 5.15 -2.56 -1.12
H 3.13 -3.88 -1.80
H 0.46 -4.20 -0.96
H -1.12 -3.37 0.76
H -0.42 -1.70 2.41
H 1.89 -0.86 2.47
H 5.12 2.53 -0.84
H 1.02 0.82 -1.05
H 1.32 2.26 -2.03
H -1.08 1.67 -1.95
H -0.81 3.26 -1.21
*
```

## Properties
max |F|	0.70	eV/Å
calculated total energy	-1528.8580	hartree
ΔE to the lowest compared entry with this formula, charge and spin	2.00	kcal per mole
HOMO	-8.259	eV

=====

# 3
This record from OMol25 describes a structure of composition C26H30N7OS3Sc. The level of theory is the ωB97M-V functional and the def2-TZVPD basis.

Geometry as ORCA input:
```
! wB97M-V def2-TZVPD RIJCOSX def2/J DEFGRID3
* xyz 2 1
Sc 0.69 1.18 0.00
N 1.79 4.73 2.17
C 2.42 3.90 3.10
C 3.13 4.19 4.26
C 3.62 3.10 4.95
C 3.42 1.78 4.50
C 2.71 1.51 3.35
C 2.21 2.60 2.64
N 1.46 2.65 1.46
C 1.24 3.94 1.23
C 0.45 4.32 0.07
C 0.03 5.54 -0.36
S -0.93 5.35 -1.76
C -0.74 3.68 -1.68
N 0.01 3.26 -0.69
H 1.74 5.73 2.20
H 3.29 5.20 4.60
H 4.18 3.26 5.86
H 3.83 0.97 5.08
H 2.56 0.49 3.01
H 0.23 6.51 0.05
H -1.21 3.00 -2.38
C -4.30 -2.77 -1.25
C -2.89 -3.15 -1.69
N -2.08 -2.00 -2.14
C -1.98 -1.79 -3.59
C -3.12 -0.96 -4.16
C -1.55 -1.17 -1.25
S -0.71 0.25 -1.88
N -1.76 -1.51 0.03
C -1.18 -1.01 1.09
O -0.21 -0.13 1.05
C -1.60 -1.46 2.42
C -1.05 -0.88 3.57
C -1.48 -1.30 4.82
C -2.45 -2.29 4.93
C -2.99 -2.87 3.79
C -2.57 -2.46 2.54
H -4.83 -3.67 -0.95
H -4.86 -2.31 -2.06
H -4.27 -2.09 -0.41
H -2.93 -3.84 -2.53
H -2.35 -3.64 -0.88
H -1.96 -2.78 -4.05
H -1.02 -1.32 -3.80
H -4.08 -1.46 -4.02
H -2.98 -0.82 -5.23
H -3.17 0.02 -3.68
H -0.30 -0.11 3.49
H -1.06 -0.86 5.71
H -2.78 -2.62 5.91
H -3.74 -3.64 3.88
H -2.99 -2.90 1.64
C 2.57 -2.48 -1.22
N 2.58 -1.54 -2.32
C 2.51 -2.01 -3.71
C 2.51 -0.71 -4.53
N 2.70 0.30 -3.49
C 2.74 -0.23 -2.27
S 3.03 0.71 -0.85
H 1.74 -3.17 -1.35
H 2.44 -1.93 -0.29
H 3.50 -3.04 -1.18
H 1.60 -2.60 -3.86
H 3.37 -2.65 -3.93
H 1.57 -0.54 -5.05
H 3.32 -0.68 -5.26
H 2.98 1.25 -3.65
*
```

## Properties
max |F|	0.36	eV/Å
calculated total energy	-3422.3613	hartree
ΔE to the lowest compared entry with this formula, charge and spin	0.00	kcal per mole
HOMO	-13.719	eV

=====

# 4
This record from OMol25 describes the molecule C26H31ClN4O3. The level of theory is the ωB97M-V functional and the def2-TZVPD basis.

Geometry as ORCA input:
```
! wB97M-V def2-TZVPD RIJCOSX def2/J DEFGRID3
* xyz 0 1
C 3.32 5.25 2.23
C 2.29 4.49 3.07
C 2.05 3.12 2.50
C 2.91 2.07 2.82
C 2.73 0.81 2.28
C 1.66 0.57 1.41
N 1.44 -0.66 0.87
C 0.40 -1.01 0.04
O 0.35 -2.14 -0.42
C -0.57 0.06 -0.22
C -1.80 -0.29 -1.00
N -2.48 -1.49 -0.55
C -3.04 -2.35 -1.57
C -1.99 -3.14 -2.38
C -1.74 -2.58 -3.78
N -0.98 -1.34 -3.77
C -1.20 -0.54 -4.97
C -0.44 0.78 -4.83
O 0.94 0.57 -4.65
C 1.18 -0.23 -3.52
C 0.45 -1.57 -3.61
C -2.45 -1.94 0.73
O -2.72 -3.08 1.05
N -2.14 -0.94 1.67
C -1.27 -1.06 2.73
C -0.70 -2.28 3.10
C 0.23 -2.32 4.12
C 0.62 -1.17 4.79
C 0.03 0.03 4.43
Cl 0.49 1.49 5.24
C -0.91 0.10 3.42
C -0.34 1.30 0.26
C 0.78 1.62 1.08
C 1.00 2.89 1.63
H 4.26 4.71 2.20
H 3.50 6.23 2.65
H 2.96 5.36 1.21
H 2.66 4.40 4.09
H 1.36 5.05 3.09
H 3.72 2.24 3.50
H 3.39 0.00 2.54
H 2.09 -1.41 1.09
H -1.51 -0.49 -2.05
H -2.49 0.57 -1.00
H -3.69 -3.05 -1.04
H -3.65 -1.74 -2.24
H -2.34 -4.17 -2.49
H -1.07 -3.17 -1.80
H -2.70 -2.39 -4.26
H -1.22 -3.35 -4.38
H -2.26 -0.34 -5.08
H -0.84 -1.06 -5.88
H -0.55 1.39 -5.73
H -0.84 1.34 -3.97
H 2.26 -0.39 -3.47
H 0.85 0.30 -2.61
H 0.61 -2.13 -2.69
H 0.85 -2.15 -4.46
H -2.39 0.00 1.42
H -0.98 -3.17 2.57
H 0.68 -3.26 4.39
H 1.35 -1.20 5.58
H -1.35 1.05 3.16
H -1.04 2.10 0.05
H 0.32 3.69 1.38
*
```

## Properties
max |F|	0.76	eV/Å
calculated total energy	-1914.3538	hartree
ΔE to the lowest compared entry with this formula, charge and spin	5.85	kcal per mole
HOMO	-8.147	eV

=====

# 5
This record from OMol25 describes a structure of composition C26H31CuN4O2 in a non-equilibrium geometry. The level of theory is the ωB97M-V functional and the def2-TZVPD basis.

Geometry as ORCA input:
```
! wB97M-V def2-TZVPD RIJCOSX def2/J DEFGRID3
* xyz -2 1
Cu -0.34 -0.74 -0.29
O 3.76 0.01 -0.01
C 2.55 -0.14 -0.30
N 1.50 0.21 0.42
C 1.77 0.91 1.63
C 1.01 2.19 1.77
C 1.36 3.11 2.76
C 0.64 4.29 2.87
C -0.42 4.51 1.99
C -0.69 3.54 1.05
N 0.01 2.42 0.93
C 2.15 -0.70 -1.62
C 3.07 -0.79 -2.65
C 2.66 -1.21 -3.90
C 1.31 -1.53 -4.08
C 0.46 -1.41 -3.00
N 0.84 -1.02 -1.79
H 1.51 0.29 2.51
H 2.85 1.13 1.70
H 2.19 2.91 3.42
H 0.90 5.04 3.62
H -1.01 5.42 2.05
H -1.49 3.65 0.33
H 4.09 -0.50 -2.45
H 3.36 -1.27 -4.73
H 0.93 -1.83 -5.05
H -0.60 -1.63 -3.11
C -0.21 -1.97 2.38
C -0.69 -2.23 0.93
O -1.23 -3.33 0.75
H -0.62 -2.69 3.10
H -0.47 -0.96 2.67
H 0.88 -2.05 2.37
C 1.33 2.81 -3.55
C -0.11 2.41 -3.35
C -1.09 2.80 -4.27
C -2.39 2.38 -4.08
C -3.48 2.81 -5.03
C -2.72 1.56 -3.01
C -1.76 1.15 -2.04
C -0.45 1.64 -2.27
N -1.96 0.39 -0.95
C -3.31 0.17 -0.45
C -4.11 1.48 -0.28
C -4.08 -0.87 -1.29
C -3.21 -0.39 0.98
H 1.43 3.52 -4.37
H 1.94 1.93 -3.77
H 1.73 3.27 -2.64
H -0.83 3.44 -5.11
H -3.07 3.32 -5.89
H -4.18 3.49 -4.54
H -4.05 1.94 -5.37
H -3.75 1.24 -2.96
H 0.29 1.39 -1.52
H -4.06 2.11 -1.16
H -3.68 2.04 0.55
H -5.15 1.26 -0.06
H -4.22 -0.55 -2.32
H -5.06 -1.08 -0.86
H -3.50 -1.79 -1.29
H -2.56 0.25 1.57
H -2.76 -1.38 0.96
H -4.20 -0.45 1.43
*
```

## Properties
max |F|	1.46	eV/Å
calculated total energy	-3019.3229	hartree
HOMO	0.531	eV

=====

# 6
This record from OMol25 describes a cluster of 7 separate species, C26H31F2N5O6 in total in a non-equilibrium geometry. The level of theory is the ωB97M-V functional and the def2-TZVPD basis.

Geometry as ORCA input:
```
! wB97M-V def2-TZVPD RIJCOSX def2/J DEFGRID3
* xyz 0 1
O 2.52 -0.89 1.64
C 3.43 -0.11 1.51
O 3.24 1.19 1.72
C 4.47 1.81 1.84
C 5.48 0.74 1.35
F 6.32 0.44 2.46
O 4.68 -0.40 1.08
H 4.48 2.71 1.22
H 4.62 2.13 2.91
H 5.99 1.02 0.41
O -7.86 -1.33 0.38
C -7.13 -2.06 0.95
O -7.31 -2.61 2.18
C -6.21 -3.51 2.43
C -5.63 -3.77 1.08
F -6.14 -4.91 0.42
O -6.07 -2.71 0.32
H -5.55 -3.02 3.13
H -6.54 -4.48 2.87
H -4.56 -3.86 0.99
C -1.48 2.82 0.72
C -1.18 2.17 1.91
C 0.17 1.97 2.06
N 0.72 2.47 0.93
C -0.26 3.05 0.12
H -2.45 3.24 0.42
H -1.97 1.85 2.56
H 0.76 1.48 2.79
H 1.67 2.56 0.71
H 0.07 3.57 -0.79
C -5.40 0.03 2.18
C -4.28 -0.36 3.04
C -3.32 -0.80 2.17
N -3.71 -0.60 0.88
C -4.98 -0.13 0.91
H -6.34 0.52 2.42
H -4.31 -0.21 4.16
H -2.25 -1.00 2.29
H -3.28 -0.97 0.06
H -5.52 0.17 0.05
C 4.43 -0.91 -4.20
C 4.35 -1.75 -2.98
C 3.10 -1.76 -2.54
N 2.28 -1.03 -3.40
C 3.11 -0.50 -4.37
H 5.24 -0.75 -4.90
H 5.19 -2.05 -2.40
H 2.66 -2.27 -1.68
H 1.32 -0.79 -3.20
H 2.63 0.21 -5.04
C -1.52 -0.90 -1.86
C -1.67 -2.20 -1.36
C -0.73 -2.31 -0.36
N -0.15 -1.08 -0.18
C -0.69 -0.19 -1.07
H -2.19 -0.37 -2.55
H -2.22 -2.98 -1.81
H -0.42 -3.14 0.18
H 0.48 -0.90 0.65
H -0.40 0.85 -1.01
C 4.45 3.60 -1.00
C 3.09 3.18 -1.24
C 3.08 2.02 -1.98
N 4.40 1.80 -2.22
C 5.19 2.70 -1.62
H 4.66 4.54 -0.56
H 2.20 3.79 -0.93
H 2.28 1.43 -2.32
H 4.73 0.92 -2.70
H 6.23 2.66 -1.84
*
```

## Properties
max |F|	3.72	eV/Å
calculated total energy	-1934.2478	hartree
HOMO	-8.246	eV

=====

# 7
This record from OMol25 describes a structure of composition C26H31MoN6 in a non-equilibrium geometry. The level of theory is the ωB97M-V functional and the def2-TZVPD basis.

Geometry as ORCA input:
```
! wB97M-V def2-TZVPD RIJCOSX def2/J DEFGRID3
* xyz 3 3
Mo -0.31 -0.78 -0.01
C -2.35 -0.41 4.15
C -1.56 -0.32 2.89
N -1.71 -1.09 1.86
C -2.92 -1.90 1.71
C -3.34 -1.71 0.25
N -2.10 -2.00 -0.50
C -2.12 -2.32 -1.94
C -0.86 -3.16 -2.14
N 0.26 -2.65 -1.24
C 1.46 -2.30 -2.05
C 1.18 -0.95 -2.69
N 0.72 -0.03 -1.65
C 1.60 1.06 -1.15
C 2.42 1.77 -2.21
C 0.21 2.04 0.83
C 0.51 3.12 1.65
C 0.24 3.01 3.00
C -0.37 1.86 3.51
C -0.66 0.83 2.64
N -0.33 0.93 1.34
H -2.61 -1.44 4.39
H -3.27 0.17 4.05
H -1.79 0.01 4.98
H -3.72 -1.58 2.38
H -2.71 -2.95 1.91
H -3.67 -0.69 0.06
H -4.14 -2.40 -0.02
H -1.79 -2.87 -0.06
H -2.09 -1.40 -2.53
H -3.01 -2.88 -2.23
H -0.53 -3.13 -3.18
H -1.05 -4.20 -1.90
H 0.51 -3.43 -0.64
H 1.65 -3.08 -2.79
H 2.32 -2.24 -1.39
H 0.43 -1.02 -3.49
H 2.08 -0.56 -3.16
H 1.79 2.03 -3.06
H 3.24 1.14 -2.56
H 2.85 2.68 -1.82
H 0.92 4.03 1.24
H 0.47 3.83 3.67
H -0.63 1.80 4.56
C 3.65 -0.80 2.09
C 4.33 0.20 1.40
C 3.70 0.84 0.34
C 2.42 0.47 -0.01
N 1.77 -0.51 0.66
C 2.36 -1.12 1.69
C 0.38 1.93 -0.68
C 0.28 3.26 -1.37
C -0.72 3.52 -2.21
C -1.73 2.51 -2.55
C -1.69 1.26 -2.08
C -0.64 0.88 -1.16
H 4.10 -1.32 2.92
H 5.34 0.47 1.69
H 4.22 1.62 -0.20
H 1.79 -1.88 2.21
H 1.03 4.01 -1.16
H -0.80 4.49 -2.68
H -2.54 2.81 -3.20
H -2.48 0.56 -2.34
*
```

## Properties
⟨S²⟩	2.0199
max |F|	2.68	eV/Å
calculated total energy	-1405.1518	hartree
ΔE to the lowest compared entry with this formula, charge and spin	44.45	kcal per mole
HOMO (alpha / beta)	-17.312 / -17.320	eV